No. 1
DFT (wB97M-V/def2-TZVPD) results for a 3-piece molecular cluster, C19H28BF2NO9 overall at a distorted geometry.

Maximum force: 3.59 eV/A
Multiplicity: 1
HOMO level: -9.247 eV
Structure (SMILES): O=C(F)Cc1ccc(F)c2c1C(=O)N(CB(O)O)C2=O.COCCOC.COCCOC

```
60
Properties=species:S:1:pos:R:3:mulliken_charge:R:1
F 1.2221 7.6895 2.0937 -0.2980
F -0.0484 0.6266 -0.2378 -0.2024
O -1.4953 -5.0009 0.9419 -0.2992
O 1.7078 -2.7177 -3.2438 -0.3910
O -1.0561 3.3025 -1.3623 -0.5022
O 0.9145 1.6867 1.4891 -0.4696
O -1.6140 3.7510 2.3693 -0.4903
O -3.9728 3.2045 2.1974 -0.5609
O 2.9021 -4.8420 -1.5761 -0.4127
O -1.6663 7.4309 0.8531 -0.5279
O -2.5441 -2.2558 1.1890 -0.4002
N -1.7588 5.3080 -0.2463 0.1437
C 2.7028 5.7871 1.4936 -0.7031
C -1.1853 6.3982 0.4843 0.1665
C 0.4674 4.6076 0.0621 1.0634
C 0.2854 5.9159 0.7181 -0.2198
C 2.9602 -4.7881 -2.9971 -0.4920
C -1.3039 -1.7646 0.6983 -0.5536
C 1.7573 -1.8407 -2.1298 -0.6095
C 0.8351 1.5353 0.3124 0.5094
C 1.4058 6.4936 1.4530 0.3378
C 2.8884 4.4665 0.8309 -0.8183
C -3.0189 4.6976 0.2934 -0.9551
C -2.8756 -4.6514 0.9449 -0.4705
C -0.8825 4.2493 -0.6379 0.1720
C 1.7405 3.8790 0.1315 0.5583
C 1.6059 -5.1682 -1.0981 -0.6157
C 2.9580 -3.3514 -3.4956 -0.5108
C 1.7637 2.4671 -0.5847 -0.5112
C -3.0926 -3.2681 0.3529 -0.5939
C -0.9008 -4.8683 2.2231 -0.7597
B -2.8317 3.8790 1.6639 0.5904
H -0.8529 -1.1437 1.4722 0.2533
H -0.6136 -2.5787 0.4590 0.1969
H 2.8175 2.0648 -0.6268 0.4798
H -4.1691 -3.0799 0.2880 0.4008
H 0.7365 -1.5470 -1.8831 0.1386
H 3.5882 6.1964 2.0498 0.3632
H 2.3283 -0.9417 -2.3869 0.3457
H 2.1390 -5.3575 -3.4440 0.3097
H -3.2931 -4.7159 1.9547 0.3790
H 1.3690 2.5763 -1.6261 0.2775
H 1.3905 -6.2236 -1.2937 0.3862
H 0.8351 -4.5440 -1.5574 0.3109
H 3.0986 -3.3575 -4.5812 0.3914
H 2.2018 -2.3226 -1.2548 0.3095
H -2.6786 -3.2076 -0.6585 0.3051
H 1.5894 -5.0017 -0.0201 0.1024
H -3.4211 3.9732 -0.4753 0.2936
H -3.3929 -5.3860 0.3197 0.3491
H -1.2530 -5.6681 2.8829 0.2998
H -1.8422 3.8222 3.3154 0.2884
H -1.4724 -1.1505 -0.1893 0.3304
H 0.1804 -4.9609 2.1073 0.2229
H -3.7493 2.2623 2.3217 0.3136
H 3.8557 3.9131 0.8460 0.3845
H -3.8239 5.4621 0.4697 0.3372
H 3.7821 -2.7834 -3.0526 0.3099
H -1.1203 -3.8965 2.6732 0.3469
H 3.9005 -5.2623 -3.2960 0.3999
```



No. 2
DFT (wB97M-V/def2-TZVPD) results for an isolated ion of composition C4H9N2O and charge +1 at a distorted geometry.

Energy relative to the best compared isomer or geometry (same formula, charge and spin): 234.7 kJ/mol
<S²>: 2.020
Maximum force: 7.92 eV/A
Multiplicity: 3
HOMO level (alpha / beta): -10.736 / -15.155 eV
Net charge: +1

```
16
Properties=species:S:1:pos:R:3:mulliken_spin:R:1
O -3.7813 -0.1097 -0.2266 0.1873
N 0.0115 -0.8988 -0.0465 0.6031
N 0.9643 1.2662 -0.0814 0.3523
C -2.6907 0.4627 -0.0561 0.7723
C 2.4156 -0.6594 -0.2515 0.0058
C 0.9631 -0.0556 -0.1694 -0.0011
C -1.4469 -0.4749 0.3125 0.0137
H 0.0948 1.7436 -0.3893 -0.0071
H -1.4318 -0.2544 1.3333 0.0706
H 1.6264 1.9069 0.2703 -0.0135
H -2.0256 -1.5157 0.5058 0.0077
H -3.8976 -1.0515 -0.2316 -0.0080
H 2.4580 -0.7777 -1.3515 0.0081
H 2.3550 -1.5637 0.2162 -0.0018
H 3.0026 0.0459 0.2952 0.0015
H -2.5489 1.6205 -0.1879 0.0091
```



No. 3
DFT (wB97M-V/def2-TZVPD) results for C3H4N2O as an isolated structure at a distorted geometry.

Energy relative to the best compared isomer or geometry (same formula, charge and spin): 421.3 kJ/mol
Maximum force: 1.50 eV/A
Multiplicity: 1
HOMO level: -9.667 eV

```
10
Properties=species:S:1:pos:R:3:mulliken_charge:R:1
O 1.8215 -0.5786 -1.0335 -0.4288
N 0.5564 -0.5882 -1.1255 -0.0769
N 0.8413 0.5409 1.0676 -0.4738
C -1.7071 0.0160 -0.0917 -0.9544
C 1.9558 0.3066 0.6899 0.1389
C -0.2524 -0.1432 -0.3151 0.6177
H -1.9765 -0.4688 0.8473 0.2670
H -2.3145 -0.4127 -0.8955 0.3121
H 3.0275 0.3312 0.8198 0.3340
H -1.9415 1.0774 -0.0021 0.2642
```



No. 4
DFT (wB97M-V/def2-TZVPD) results for C10H15AsCuO7S as an isolated structure at a distorted geometry.

Energy relative to the best compared isomer or geometry (same formula, charge and spin): 10.0 kJ/mol
Maximum force: 1.18 eV/A
Multiplicity: 1
HOMO level: -5.588 eV
Net charge: -1

```
35
Properties=species:S:1:pos:R:3:mulliken_charge:R:1
As -2.3245 -1.6335 -0.8837 1.2895
Cu -2.4270 0.1681 0.9687 -0.0515
S -2.3773 2.0299 -0.8140 1.5104
O -3.5550 1.2520 -1.1363 -0.6040
O 0.5820 -0.0569 2.2689 -0.3590
O -3.5896 -1.9044 -1.8887 -0.7535
O -2.3021 3.3609 -1.3538 -0.7299
O -1.2168 -3.0380 -0.9770 -0.6291
O -2.6392 -1.6624 0.8122 -0.6324
O -2.1049 2.0346 0.6727 -0.5036
C -0.9558 -0.3323 -1.5400 -0.1808
C 1.4461 0.8183 1.5656 0.2980
C 1.1054 2.2427 1.9304 -1.3175
C 1.8875 -2.1282 2.1136 -1.4145
C 0.6042 -1.3910 1.7804 0.3394
C 0.0471 1.8431 -1.9772 -0.7186
C 0.1785 -0.9180 -2.1012 -0.3233
C 1.2300 -0.1460 -2.5776 -0.6082
C 1.1699 1.2321 -2.5125 -0.5779
C -1.0089 1.0827 -1.4910 0.4907
H -0.2538 -1.8854 2.2333 0.3386
H 1.3296 0.6562 0.4838 -0.0163
H -0.0350 2.9205 -1.9381 0.4815
H 1.9887 1.8358 -2.8845 0.3822
H 0.4375 -1.3899 0.6983 -0.0823
H 2.7633 -1.6565 1.6642 0.3191
H 2.0444 -2.1745 3.1931 0.3002
H 2.1009 -0.6337 -2.9987 0.3632
H 1.7015 2.9332 1.3286 0.3663
H 0.2357 -1.9941 -2.1588 0.5002
H -1.7592 -3.8031 -0.7589 0.2850
H 1.8316 -3.1490 1.7286 0.4121
H 2.4932 0.6041 1.8203 0.2915
H 0.0520 2.4489 1.7452 0.1641
H 1.3198 2.4335 2.9841 0.3705
```



No. 5
DFT (wB97M-V/def2-TZVPD) results for a 7-piece molecular cluster, C33H85N7O7 overall at a distorted geometry.

Energy relative to the best compared isomer or geometry (same formula, charge and spin): 0.0 kJ/mol
Maximum force: 2.04 eV/A
Multiplicity: 1
HOMO level: -8.355 eV
Structure (SMILES): CC1(C)CCCC(C)(C)N1O.COC[C@H](C)N.COC[C@H](C)N.COC[C@H](C)N.COC[C@H](C)N.COC[C@H](C)N.COC[C@H](C)N

```
132
Properties=species:S:1:pos:R:3:mulliken_charge:R:1
O 3.3774 3.2776 -1.4497 -0.3276
O -3.5610 0.7725 0.7093 -0.7156
O -2.6688 5.9131 -1.2033 -0.4014
O -1.5801 1.7336 -1.2498 -0.2931
O -0.8202 -5.5832 -2.2253 -0.3852
O 1.1101 -2.0147 4.0341 -0.1461
O 5.1693 -2.0865 -4.3542 -0.2936
N -0.1957 -8.3521 -3.0856 -0.6969
N 0.9251 -2.3619 7.6353 -0.7600
N -0.8632 8.0689 -1.4006 -0.8175
N -3.0659 0.5167 2.0130 1.6017
N 0.0473 0.5705 0.9970 -0.5667
N 2.5668 -1.5545 -3.3434 -0.2037
N 3.8943 1.1784 -4.3965 -0.3188
C 0.5075 7.0169 0.3600 -1.4597
C -3.3266 1.6656 2.8936 2.1306
C 2.8362 -2.5400 -4.4379 0.0443
C -4.8005 2.0602 2.9914 -1.7889
C 0.3550 0.4186 -0.4610 0.7749
C 1.3751 -7.3308 -1.4860 -0.9850
C -3.9375 5.5306 -0.7265 -0.5543
C -0.4803 6.7746 -0.7787 0.4456
C -1.9098 2.8728 -2.0149 -0.8253
C -3.4404 -0.8293 2.4489 1.9617
C -2.6450 -1.8105 1.5941 -2.0092
C -1.1231 -6.7766 -1.5244 -0.9321
C -2.5380 2.8442 2.3306 -1.9900
C 4.0656 -2.1578 -5.2364 -0.7273
C -2.9534 -1.0515 3.8817 -0.8665
C -0.1791 -0.5119 6.4484 -1.2471
C 1.6351 -1.8999 5.3440 -1.0264
C -4.9261 -1.1848 2.3132 -1.9390
C -0.3855 -4.5476 -1.4038 -0.5317
C 0.4602 -1.8749 6.3088 0.8365
C -2.7621 1.3900 4.2842 -1.4964
C -0.1145 -0.9261 -0.9647 -1.1581
C -3.2923 0.0843 4.8366 -0.7540
C 2.4638 3.1576 -4.1289 -1.5333
C 1.5367 -2.6087 -5.2355 -1.2113
C 3.2825 2.9968 -0.0891 -0.6084
C 3.6803 2.1266 -2.2304 0.1522
C 6.4100 -1.9532 -5.0039 -0.7712
C -0.0508 -7.8420 -1.7207 0.5668
C -0.1734 1.6265 -1.2044 -0.6782
C 3.7467 2.4776 -3.7155 0.0890
C -1.6902 6.0574 -0.2073 -0.3592
C 2.0035 -2.6054 3.1278 -0.6945
H 6.5734 -0.9334 -5.3672 0.2655
H -1.6695 1.3458 4.2615 0.2497
H -5.4977 1.2355 3.1431 0.2762
H 2.2802 4.0769 -3.5765 0.3699
H 3.1159 -3.4622 -3.9238 0.3788
H 4.6630 1.7408 -1.9195 0.3982
H -1.1199 -0.5850 6.9876 0.4137
H 6.5248 -2.7074 -5.7853 0.3181
H -5.5255 -0.8016 3.1378 0.3690
H -5.1753 2.5066 2.0657 0.2997
H 0.0236 6.2034 -1.5595 0.1130
H -3.0474 2.2071 4.9487 0.4950
H 2.2770 -2.7529 5.5842 0.4568
H 0.4695 0.2727 6.8439 0.3900
H 1.3662 7.5559 -0.0432 0.3870
H -1.4150 3.7916 -1.6985 0.2968
H -2.8777 3.2788 1.3858 -0.0843
H -2.5665 3.6943 3.0221 0.6210
H -2.8484 -2.8486 1.8679 0.5412
H -1.5638 -1.6902 1.7188 -0.0046
H -4.2944 6.2894 -0.0152 0.3763
H 3.4176 1.1476 -5.2866 0.2313
H -2.9933 2.9703 -2.0262 0.2969
H -2.8123 -1.6874 0.5210 0.4739
H -5.0256 -2.2680 2.2360 0.5109
H 3.0652 1.9540 0.1853 0.2929
H 0.1580 -0.3272 1.4620 -0.0338
H 0.3514 -1.9725 8.3771 0.2582
H -0.3893 -0.1429 5.4375 0.0403
H -2.0744 6.6480 0.6378 0.7337
H 0.2711 -1.7747 -0.3923 0.2386
H -1.3242 -6.5652 -0.4679 0.4194
H 2.9295 -2.0241 3.0811 0.3644
H -3.8306 4.6030 -0.1494 -0.0298
H 2.0980 -8.0367 -1.8905 0.3779
H -1.8613 -1.0548 3.7942 -0.2272
H 1.6302 -3.0921 -6.2089 0.4045
H -3.3092 -2.0056 4.2676 0.4719
H 3.3430 -1.6947 -2.7076 0.2933
H 0.2479 2.4933 -0.6787 0.5845
H 0.0492 7.5558 1.1889 0.3947
H -0.9435 0.7552 1.1427 -0.1704
H -1.6128 2.7306 -3.0653 0.3062
H 1.6310 2.4673 -3.9774 0.3174
H 1.4435 0.5128 -0.4432 -0.0136
H -1.3992 5.0636 0.1680 -0.0493
H 2.4719 3.5815 0.3496 0.0722
H -1.6981 7.8163 -1.9345 0.3216
H 2.2303 -3.6436 3.4053 0.3665
H 1.5299 -6.3166 -1.8477 0.0074
H -2.8280 -0.1937 5.7846 0.3275
H 7.1393 -2.1392 -4.2131 0.2579
H 0.7126 -3.3533 7.6961 0.2653
H -1.1837 -4.0383 -0.8448 0.4010
H 2.4923 3.4554 -5.1822 0.4184
H 0.8074 -3.1140 -4.6055 0.1585
H -4.9763 2.7663 3.8054 0.4206
H 2.6019 -0.6414 -3.7850 -0.0429
H -5.3567 -0.7861 1.3915 0.2834
H 0.9162 6.0774 0.7408 0.2808
H -2.7259 0.8455 0.2259 0.4060
H 0.3239 -4.8616 -0.6194 0.3289
H -4.3565 0.1472 5.0886 0.4790
H 0.2547 1.5526 -2.2146 0.0536
H 4.2389 -2.9433 -5.9975 0.5086
H 1.1728 -1.5904 -5.3817 0.3109
H 2.9291 1.3473 -2.0610 -0.2932
H -2.0603 -7.1839 -1.9109 0.4284
H 4.8776 0.9668 -4.4878 0.1382
H -1.4962 2.5640 2.1601 0.4414
H 4.2199 3.1932 0.4507 0.3847
H 4.0660 -1.2369 -5.8415 0.3056
H -0.2258 -8.6321 -0.9867 0.2899
H 0.0936 -1.0909 -2.0245 0.4583
H 1.6168 -7.2795 -0.4130 0.3232
H -1.1945 -1.0588 -0.8318 0.1657
H -1.2981 8.6326 -0.6663 0.3033
H -0.0741 -7.6152 -3.7652 0.2212
H 2.2149 -0.9746 5.4545 0.2822
H -4.6538 5.4261 -1.5334 0.2970
H 0.4275 -9.1281 -3.2490 0.2482
H 4.6543 3.0748 -3.8390 0.3472
H 0.1873 -3.7916 -1.9464 -0.0603
H -0.2800 -2.5780 5.9148 0.1467
H 1.5115 -2.6566 2.1572 0.0034
```



No. 6
DFT (wB97M-V/def2-TZVPD) results for a 7-piece molecular cluster, C24H32FN3O3 overall at a distorted geometry.

Energy relative to the best compared isomer or geometry (same formula, charge and spin): 461.1 kJ/mol
Maximum force: 2.85 eV/A
Multiplicity: 1
HOMO level: -9.340 eV
Structure (SMILES): Fc1ccccc1.c1ccncc1.c1ccncc1.c1ccncc1.CO.CO.CO

```
63
Properties=species:S:1:pos:R:3:mulliken_charge:R:1
F -0.8106 5.7846 -9.0772 -0.3031
O 5.5900 -0.1250 2.1004 -0.5053
O 6.3464 2.7001 -2.7317 -0.4943
O -1.0100 0.6040 0.5894 -0.4774
N 3.5566 0.0149 7.1498 -0.4641
N -4.5614 -5.3981 6.5691 -0.5399
N -4.2859 -1.1598 -3.6595 -0.4602
C -4.1813 -3.4818 5.1242 -0.3181
C 3.3856 -0.7407 9.4174 -0.2801
C 2.1979 0.1042 7.1101 -0.1470
C 4.1091 -0.2905 8.3623 -0.2200
C 1.4123 -0.1354 8.1920 -0.3953
C 0.2325 2.7950 -7.2901 -0.2538
C -4.6223 -0.1658 -4.5511 -0.1590
C 0.9734 5.4904 -7.5734 -0.4183
C 1.9836 -0.6906 9.3306 -0.2031
C -0.1651 1.5559 0.0458 -0.5090
C 1.8039 4.5751 -6.8463 -0.2861
C 1.4452 3.2544 -6.7480 -0.5637
C -5.0525 -2.7279 -5.3609 -0.2836
C -4.5290 -2.4427 -4.0655 -0.2534
C -5.4899 -1.6762 -6.1645 -0.2312
C 5.2234 -1.3556 1.5699 -0.4661
C 7.6381 3.1151 -3.0608 -0.4518
C -3.8452 -4.2934 6.2074 -0.0965
C -0.1042 4.9665 -8.2429 0.4216
C -5.6486 -5.6794 5.8038 -0.2274
C -0.5138 3.6314 -8.0948 -0.4652
C -5.3503 -3.7913 4.4134 -0.2455
C -5.2839 -0.3775 -5.7047 -0.3589
C -6.0926 -4.8549 4.8002 -0.2845
H -1.6042 0.3432 -0.1181 0.3000
H -4.2596 -3.1811 -3.3248 0.3626
H 8.0539 3.6864 -2.2308 0.2275
H 1.1735 6.5439 -7.7017 0.4033
H 0.1355 2.1991 0.8728 0.2071
H -1.4332 3.2228 -8.4875 0.3737
H 5.1839 -0.2883 8.4684 0.3191
H 3.8159 -1.0676 10.3525 0.3458
H -5.8551 -1.9635 -7.1394 0.3639
H -0.1011 1.7880 -7.0871 0.3710
H 6.0559 -2.0580 1.5284 0.2302
H 6.3501 2.2090 -1.9068 0.2948
H 5.4276 -0.1353 3.0465 0.3196
H 0.6769 1.1249 -0.4957 0.2314
H -5.1629 -3.7266 -5.7569 0.3424
H 0.3348 -0.0627 8.2040 0.3379
H 2.6829 4.9414 -6.3368 0.3661
H -7.0264 -4.9005 4.2596 0.3133
H 1.4087 -1.0089 10.1877 0.3591
H 1.9986 2.6056 -6.0853 0.3543
H -5.6233 -3.1840 3.5631 0.3612
H 4.5648 -1.7803 2.3274 0.2245
H -5.5544 0.4990 -6.2748 0.3344
H -2.9843 -3.9521 6.7631 0.3368
H 1.7129 0.3264 6.1711 0.3493
H -6.3164 -6.4220 6.2148 0.3503
H -0.6182 2.1930 -0.7138 0.2468
H -4.4638 0.8564 -4.2404 0.3445
H 7.6036 3.6271 -4.0224 0.1961
H -3.5748 -2.6149 4.9075 0.3501
H 4.7744 -1.2576 0.5815 0.1954
H 8.2727 2.2324 -3.1403 0.2275
```



What did the first record say?
DFT (wB97M-V/def2-TZVPD) results for a 3-piece molecular cluster, C19H28BF2NO9 overall at a distorted geometry.

Maximum force: 3.59 eV/A
Multiplicity: 1
HOMO level: -9.247 eV
Structure (SMILES): O=C(F)Cc1ccc(F)c2c1C(=O)N(CB(O)O)C2=O.COCCOC.COCCOC

```
60
Properties=species:S:1:pos:R:3:mulliken_charge:R:1
F 1.2221 7.6895 2.0937 -0.2980
F -0.0484 0.6266 -0.2378 -0.2024
O -1.4953 -5.0009 0.9419 -0.2992
O 1.7078 -2.7177 -3.2438 -0.3910
O -1.0561 3.3025 -1.3623 -0.5022
O 0.9145 1.6867 1.4891 -0.4696
O -1.6140 3.7510 2.3693 -0.4903
O -3.9728 3.2045 2.1974 -0.5609
O 2.9021 -4.8420 -1.5761 -0.4127
O -1.6663 7.4309 0.8531 -0.5279
O -2.5441 -2.2558 1.1890 -0.4002
N -1.7588 5.3080 -0.2463 0.1437
C 2.7028 5.7871 1.4936 -0.7031
C -1.1853 6.3982 0.4843 0.1665
C 0.4674 4.6076 0.0621 1.0634
C 0.2854 5.9159 0.7181 -0.2198
C 2.9602 -4.7881 -2.9971 -0.4920
C -1.3039 -1.7646 0.6983 -0.5536
C 1.7573 -1.8407 -2.1298 -0.6095
C 0.8351 1.5353 0.3124 0.5094
C 1.4058 6.4936 1.4530 0.3378
C 2.8884 4.4665 0.8309 -0.8183
C -3.0189 4.6976 0.2934 -0.9551
C -2.8756 -4.6514 0.9449 -0.4705
C -0.8825 4.2493 -0.6379 0.1720
C 1.7405 3.8790 0.1315 0.5583
C 1.6059 -5.1682 -1.0981 -0.6157
C 2.9580 -3.3514 -3.4956 -0.5108
C 1.7637 2.4671 -0.5847 -0.5112
C -3.0926 -3.2681 0.3529 -0.5939
C -0.9008 -4.8683 2.2231 -0.7597
B -2.8317 3.8790 1.6639 0.5904
H -0.8529 -1.1437 1.4722 0.2533
H -0.6136 -2.5787 0.4590 0.1969
H 2.8175 2.0648 -0.6268 0.4798
H -4.1691 -3.0799 0.2880 0.4008
H 0.7365 -1.5470 -1.8831 0.1386
H 3.5882 6.1964 2.0498 0.3632
H 2.3283 -0.9417 -2.3869 0.3457
H 2.1390 -5.3575 -3.4440 0.3097
H -3.2931 -4.7159 1.9547 0.3790
H 1.3690 2.5763 -1.6261 0.2775
H 1.3905 -6.2236 -1.2937 0.3862
H 0.8351 -4.5440 -1.5574 0.3109
H 3.0986 -3.3575 -4.5812 0.3914
H 2.2018 -2.3226 -1.2548 0.3095
H -2.6786 -3.2076 -0.6585 0.3051
H 1.5894 -5.0017 -0.0201 0.1024
H -3.4211 3.9732 -0.4753 0.2936
H -3.3929 -5.3860 0.3197 0.3491
H -1.2530 -5.6681 2.8829 0.2998
H -1.8422 3.8222 3.3154 0.2884
H -1.4724 -1.1505 -0.1893 0.3304
H 0.1804 -4.9609 2.1073 0.2229
H -3.7493 2.2623 2.3217 0.3136
H 3.8557 3.9131 0.8460 0.3845
H -3.8239 5.4621 0.4697 0.3372
H 3.7821 -2.7834 -3.0526 0.3099
H -1.1203 -3.8965 2.6732 0.3469
H 3.9005 -5.2623 -3.2960 0.3999
```